{
  "formula": "C3H5NO2",
  "method": "the ωB97M-V functional and the def2-TZVPD basis",
  "largest_force_ev_per_a": 0.75,
  "smiles": "O=CCNC=O",
  "orbital_gap_ev": 11.28,
  "de_lowest_kj_mol": 103.9,
  "energy_ha": -322.53475,
  "mol_weight_g_mol": 87.078,
  "charge": 0,
  "elements": ["O", "C", "C", "N", "C", "O", "H", "H", "H", "H", "H"],
  "xyz": [[1.90847, -0.38683, -0.92738], [1.66540, -0.03184, 0.20619], [0.25974, -0.00711, 0.73013], [-0.57321, -0.63661, -0.26313], [-1.64771, 0.15459, -0.62770], [-1.90489, 1.22162, -0.10702], [2.46927, 0.30976, 0.87312], [0.16642, -0.43567, 1.73836], [-0.08088, 1.03387, 0.80050], [0.04024, -0.94231, -1.02782], [-2.30284, -0.27949, -1.39525]],
  "lowdin_charge": [0.0441, -0.2091, -0.1732, 0.0131, -0.3217, 0.0180, 0.1245, 0.1340, 0.1209, 0.1178, 0.1317]
}